# 1
This record from the OMol25 dataset describes a cluster of 9 separate species, C18H43FN17O9 in total. The level of theory is ωB97M-V with the def2-TZVPD basis set.

Summary:
HOMO = -0.09007 Eh
Lowest unoccupied orbital energy = 1.267 eV
Molar mass = 660.65 g/mol

Structure (ORCA input):
```
! RIJCOSX wB97M-V def2-TZVPD def2/J DEFGRID3
* xyz -1 1
F -5.5310 4.0313 -3.6594
O 2.1941 1.9662 8.8169
O -1.0575 -7.3534 0.3487
O 4.5847 -4.8586 4.6831
O 2.3695 -4.2104 1.6226
O 3.6117 -0.5452 -0.5351
O 2.1656 -0.4327 4.3720
O -0.0576 3.5691 -8.3660
O -9.6375 7.8748 -1.6515
O -5.2499 4.1828 -1.3853
N 0.6517 -5.3039 0.6344
N 2.2632 -0.2940 8.8256
N 3.3446 0.3383 1.5350
N -2.9519 2.0221 -2.4259
N -1.9293 4.5369 -9.1864
N 0.0351 5.7032 -9.1104
N -1.4732 -9.2064 1.5808
N 3.1143 -1.9071 1.2052
N 1.0815 1.2199 5.4737
N -0.0912 -0.4908 4.5203
N -2.0935 -9.1176 -0.6132
N -7.7032 6.8294 -1.1139
N 1.6856 -6.2037 2.4576
N -9.5588 5.6110 -1.6370
N 6.6553 -4.2147 4.0304
N 5.2486 -5.2447 2.5565
N 4.1225 0.9136 9.3634
C -5.1052 3.4555 -2.3933
C 3.3724 -0.6964 0.6582
C 1.0840 3.1880 -5.6470
C -1.5121 -8.4865 0.4333
C 2.7683 2.3031 -1.9815
C -0.4226 2.9848 -5.3665
C 1.6155 -5.1760 1.5714
C 5.4401 -4.7782 3.8124
C -9.0063 6.8400 -1.4784
C -4.4474 1.9876 -2.4093
C -0.6136 4.5384 -8.8552
C 2.8181 0.9299 8.9906
C 0.0928 2.2799 -2.8015
C -0.9172 2.5444 -3.9378
C 1.1196 0.0670 4.7636
C 1.6182 2.5010 -3.0998
C -2.5194 2.4108 -3.7901
C 2.1173 2.9700 -4.5091
H 3.8074 2.2650 -2.4545
H -4.8482 1.4246 -3.3316
H -4.7873 1.4619 -1.4433
H -9.0582 4.7512 -1.5004
H 1.2958 -0.3245 8.5483
H 1.9627 1.6643 5.6747
H 2.7610 3.1911 -1.2419
H -2.4453 3.6900 -9.0112
H 3.2307 3.1362 -4.6711
H -7.1681 5.9890 -0.9679
H 1.0789 -7.0025 2.4339
H -7.2554 7.7215 -0.9863
H 1.0137 5.7435 -8.8775
H -2.4726 -10.0456 -0.5659
H 6.8354 -3.8556 4.9532
H 3.1245 -2.6997 0.5892
H 3.1498 0.2344 2.5163
H -2.9221 3.4820 -4.0047
H -0.9606 -0.0978 4.8316
H 0.2349 1.6458 5.8042
H -1.0485 -8.7701 2.3825
H 2.5036 1.3388 -1.4063
H 0.5683 -4.5610 -0.0410
H 2.9161 -2.0504 2.1791
H -1.1867 3.1596 -6.1974
H 3.5310 1.2568 1.1675
H -0.4038 6.5115 -9.5115
H -1.8405 -10.1362 1.6701
H 5.9359 -5.1893 1.8275
H -10.5271 5.5751 -1.9082
H -2.1413 -8.6137 -1.4842
H 4.3578 -5.6684 2.3563
H 7.3700 -4.1387 3.3301
H 4.6516 0.0737 9.5105
H -2.4056 5.3230 -9.5888
H 0.0196 -6.0949 0.5778
H 4.5727 1.8042 9.4962
H 2.3916 -6.1455 3.1757
H 1.4038 3.5160 -6.6864
H -0.2532 1.9354 -1.7742
H 2.7582 -1.1562 8.9626
H -2.9428 1.7263 -4.6293
H -0.1035 -1.3497 3.9941
*
```

=====

# 2
This record from the OMol25 dataset describes the molecule C7H12O2. The level of theory is ωB97M-V with the def2-TZVPD basis set.

Summary:
HOMO = -0.29829 Eh
Lowest unoccupied orbital energy = 0.772 eV
Energy above the lowest of the compared OMol25 structures with the same formula, charge and spin = 5.132 eV
Molar mass = 128.17 g/mol

Structure (ORCA input):
```
! RIJCOSX wB97M-V def2-TZVPD def2/J DEFGRID3
* xyz 0 1
O -1.5969 -0.7121 0.0123
O 1.1884 1.9876 -0.7792
C 0.7744 -0.1147 0.2878
C -0.7804 -1.4419 2.1734
C 2.0808 -0.4710 1.2554
C -0.4490 0.4951 -1.8803
C -1.7483 0.2696 -1.0282
C -0.4375 -0.8417 0.7370
C 0.9060 0.6459 -1.0293
H -0.6827 1.1995 -2.7551
H -2.6659 -0.1773 -1.6923
H -1.2396 -2.5054 2.1843
H 2.7797 0.3107 0.5968
H -1.5758 -0.7861 2.7780
H -0.6624 -0.5063 -2.5159
H 1.0002 2.3337 0.1615
H -2.2739 1.2251 -0.4345
H 2.6994 -1.5800 1.1946
H 1.7694 -0.0902 2.3931
H 0.2485 -1.3059 2.6795
H 1.7944 0.4308 -1.5492
*
```